Entry 1:
Entry from OMol25: the molecule C5H9N3O at a distorted geometry (the ωB97M-V functional and the def2-TZVPD basis).

Output
F_max = 0.0593 hartree/bohr
Relative energy (zero: lowest compared OMol25 entry of this formula, charge and spin) = 543.83 kJ/mol
Gap between HOMO and LUMO (spin up / spin down) = 6.88 / 8.12 eV

Geometry as XYZ:
```
18
Properties=species:S:1:pos:R:3:forces:R:3:nbo_charge:R:1
C -0.49536 2.79769 1.00960 1.6198 0.6775 0.2143 0.415
C 0.60112 2.06536 -1.12240 -0.8179 -2.7396 1.0594 0.705
C -1.70588 3.27190 1.70736 -0.2252 0.0454 -1.9135 -0.726
C 0.04485 -2.17498 -1.35446 0.7380 0.3209 1.6079 -0.627
C 1.29294 -1.52967 -0.57662 -2.2187 -1.1737 1.0110 -0.271
N -0.01630 2.40217 -0.01483 -1.5720 0.1988 2.5390 -0.421
N 0.98014 0.66518 -1.08291 0.2915 -0.3590 -0.2114 -0.439
N 0.94905 -0.24360 -0.04553 -0.3861 2.1084 -0.2245 -0.192
O 0.58249 2.81375 -2.05704 1.2962 0.3303 -2.0717 -0.597
H -1.45743 3.97092 2.52027 -0.2771 -0.9886 0.1504 0.252
H -2.30848 2.34756 1.86180 0.0197 1.0502 0.6005 0.259
H -2.17815 3.92122 0.92104 -0.1564 -0.6243 0.6490 0.247
H 0.24549 -3.27132 -1.28237 -0.7801 0.7693 -0.2994 0.217
H -0.90592 -1.82559 -0.80720 1.3676 -0.8526 -1.0349 0.224
H 0.08013 -1.84107 -2.39926 -0.3744 -0.1670 0.3060 0.205
H 1.63919 -2.23692 0.23154 -0.4787 1.0265 -0.6668 0.207
H 2.06571 -1.37541 -1.24845 1.9117 -0.2115 -1.4978 0.171
H 1.25116 0.25145 -1.96966 0.0421 0.5890 -0.2173 0.371
```
Forces are in eV/Å.

***

Entry 2:
Entry from OMol25: a structure of composition C43H38Cl2GeIMgN5O9S at a distorted geometry (the ωB97M-V functional and the def2-TZVPD basis).

Output
F_max = 0.0236 hartree/bohr
Relative energy (zero: lowest compared OMol25 entry of this formula, charge and spin) = 45.86 kJ/mol
Net charge = -2
Gap between HOMO and LUMO = 5.21 eV

Geometry as XYZ:
```
101
Properties=species:S:1:pos:R:3:forces:R:3:mulliken_charge:R:1
Mg -1.39974 -0.51847 1.32644 -0.0543 0.6038 0.0309 3.834
Cl 3.47054 -1.16762 2.28137 -0.1503 -0.0248 0.0968 -0.299
C 2.10945 -1.43879 3.35711 0.2967 -0.0795 -0.0316 0.733
C 2.37782 -1.74172 4.69707 0.2140 0.0028 -0.1626 -0.591
C 1.37101 -1.93394 5.58924 -0.1754 -0.0448 0.1795 0.656
Cl 1.75704 -2.32234 7.26561 -0.0297 0.0296 -0.1358 -0.348
C 0.01661 -1.81607 5.18393 0.0732 -0.0209 0.0510 0.531
C -1.09265 -1.94740 6.03659 -0.0054 -0.0276 0.0930 -1.124
C -2.35279 -1.75526 5.54490 -0.0659 -0.0125 0.0303 -1.108
C -2.51785 -1.44459 4.18918 0.0396 -0.0256 -0.1459 -0.058
N -1.50600 -1.34840 3.35935 0.3902 0.0638 0.2843 0.288
C -0.24405 -1.51257 3.83338 -0.0918 0.0024 -0.2465 -0.171
C 0.82005 -1.31071 2.84479 -0.2689 0.1227 -0.0716 -0.717
O 0.52751 -1.02143 1.64438 0.0904 -0.1239 0.2452 -0.591
H 3.40707 -1.82403 5.02095 0.0068 0.0163 -0.0197 0.449
H -0.93442 -2.18793 7.08022 0.0109 0.0129 -0.0042 0.385
H -3.22172 -1.84068 6.18423 -0.0077 0.0013 -0.0108 0.446
H -3.50058 -1.28691 3.76927 -0.0207 0.0048 -0.0046 0.117
C -1.51176 4.22981 0.16353 -0.0044 -0.0011 -0.0406 -2.319
C -1.24789 2.82547 0.63483 -0.0289 -0.1999 0.2146 0.762
N -1.58500 1.77635 -0.02005 0.1895 0.2077 0.0198 0.750
O -2.32276 2.01755 -1.19880 0.0512 0.4294 0.4671 -0.829
C -0.58148 2.63766 1.93220 -0.2372 -0.2003 -0.1947 -0.280
C 0.18705 3.76323 2.55009 -0.0491 0.0701 0.0808 -1.634
N -0.67278 1.45761 2.51416 0.0897 0.3420 -0.0566 0.644
O -0.08262 1.30713 3.64948 -0.1353 -0.1216 -0.1544 -0.869
H -2.03653 4.22619 -0.78693 -0.0018 -0.0096 -0.0222 0.419
H -0.56688 4.76774 0.05476 0.0006 0.0052 0.0083 0.325
H -2.10667 4.76843 0.90497 0.0058 0.0040 -0.0066 0.520
H -2.07221 1.23219 -1.74564 -0.1737 -0.3036 -0.3334 0.407
H -0.37068 4.70545 2.53803 0.0291 -0.0233 0.0091 0.359
H 1.13516 3.93512 2.03074 0.0852 0.0360 -0.0256 0.104
H 0.41086 3.48674 3.57851 0.0051 -0.0026 0.0146 0.451
N -5.34589 -0.98999 1.37459 -0.0758 -0.3659 -0.0845 -0.265
C -4.53273 0.03121 1.12705 0.0078 0.1341 0.0105 0.321
O -3.41395 0.14825 1.61358 0.1950 -0.2431 0.1403 -0.928
C -4.97335 1.21506 0.29537 -0.0629 0.0332 -0.0586 -0.336
I -6.83666 1.08953 -0.75522 0.0167 -0.0278 0.0287 -0.042
H -4.96589 -1.82851 1.84437 0.0893 0.0914 -0.0702 -0.045
H -6.17281 -1.09622 0.81000 0.0041 0.0386 0.0759 0.178
H -4.20013 1.42819 -0.44236 0.0133 -0.0241 -0.0274 0.086
H -5.06592 2.07019 0.95872 0.0019 0.0046 0.0064 0.411
O -1.40794 0.02059 -2.60546 0.1413 0.0999 -0.2289 -0.940
C -0.82308 -0.58898 -1.68789 -0.0345 -0.2223 0.3480 -0.614
O -1.35145 -0.88713 -0.58232 -0.1921 -0.1242 -0.3252 -0.202
C 0.65078 -0.93478 -1.83106 0.1341 0.0302 0.0657 -0.359
C 1.48964 0.19668 -1.17681 -0.1505 -0.2255 0.0182 -0.062
Ge 2.29333 1.44165 -2.41558 0.0150 0.0245 -0.0047 2.098
C 3.82232 0.56844 -3.26844 0.1819 -0.1105 -0.1077 -0.043
C 4.64319 1.25125 -4.16936 0.0314 -0.0447 0.0416 -0.271
C 5.73865 0.63223 -4.75656 -0.0233 -0.0085 0.0207 -0.739
C 6.03567 -0.68979 -4.44755 -0.0214 0.0062 0.0149 -0.412
C 5.23479 -1.38316 -3.55143 -0.0271 0.0422 0.0079 -0.768
C 4.13717 -0.75739 -2.96828 0.0379 0.0324 -0.0741 -0.416
C 1.11962 2.10741 -3.81497 -0.1899 0.0089 -0.1328 0.044
C 1.33748 1.85416 -5.16883 -0.0377 0.0861 0.0510 -0.551
C 0.43190 2.29090 -6.12948 -0.0035 0.0104 0.0449 -0.569
C -0.70929 2.98079 -5.74426 0.0096 -0.0136 -0.0008 -0.642
C -0.94607 3.22991 -4.39884 0.0297 -0.0154 0.0119 -0.681
C -0.03787 2.79539 -3.44516 0.0425 -0.0282 -0.0421 -0.247
C 2.99878 2.97181 -1.42266 0.0201 0.1492 0.1314 0.036
C 3.84180 2.73759 -0.33294 -0.0514 0.1001 -0.0091 -0.437
C 4.32706 3.78788 0.43439 -0.0397 -0.0273 -0.0207 -0.637
C 3.97708 5.09549 0.12231 -0.0240 -0.0080 0.0245 -0.442
C 3.13661 5.34604 -0.95252 -0.0172 -0.0427 0.0037 -0.611
C 2.64893 4.29005 -1.71519 0.1086 -0.0272 -0.0304 -0.348
H 0.88918 -1.04978 -2.89092 -0.0014 -0.0460 -0.0342 0.874
H 0.82282 -1.87910 -1.30973 0.0188 0.0956 -0.0143 0.170
H 2.30320 -0.21328 -0.57566 0.0011 -0.0826 0.0580 0.554
H 0.88769 0.75939 -0.46327 -0.0868 0.0207 0.0610 -0.705
H 4.42725 2.28743 -4.41085 -0.0020 0.0017 -0.0010 0.445
H 6.36315 1.18043 -5.45271 -0.0006 0.0010 0.0028 0.363
H 6.89065 -1.17579 -4.90286 -0.0005 -0.0006 0.0022 0.356
H 5.46259 -2.41270 -3.30285 -0.0043 0.0002 0.0006 0.397
H 3.51860 -1.31144 -2.27112 0.0041 -0.0057 -0.0046 0.194
H 2.21648 1.30116 -5.48001 -0.0045 -0.0172 -0.0053 0.342
H 0.60939 2.07744 -7.17736 0.0039 -0.0007 0.0016 0.379
H -1.42547 3.30446 -6.49069 0.0037 0.0031 0.0000 0.346
H -1.85225 3.73332 -4.08427 0.0063 -0.0057 0.0013 0.426
H -0.25771 2.96008 -2.39650 -0.0334 0.0069 0.0138 0.533
H 4.10876 1.72169 -0.06273 -0.0060 -0.0205 0.0094 0.299
H 4.95831 3.58194 1.29006 0.0121 0.0049 -0.0067 0.386
H 4.34143 5.91509 0.73012 0.0109 0.0006 -0.0019 0.352
H 2.84691 6.36340 -1.18937 0.0050 -0.0026 -0.0074 0.378
H 1.98963 4.49691 -2.55136 -0.0146 -0.0050 0.0155 0.323
O -4.24714 -3.41357 2.52422 -0.1518 0.0151 0.0303 -0.924
C -3.37356 -3.78746 1.72137 0.0170 0.7874 -0.0876 0.482
N -2.64069 -2.96842 0.94605 0.0031 -1.0796 0.0359 0.093
S -1.73541 -3.85861 -0.10480 0.1058 1.2058 0.0794 0.955
O -2.23248 -3.70872 -1.44737 -0.0434 -0.4032 -0.0722 -0.694
O -0.32690 -3.65202 0.10461 -0.0375 -0.3544 0.0182 -0.655
C -2.18463 -5.45256 0.52601 0.0475 -0.2376 -0.1036 0.068
C -1.77033 -6.71469 0.14433 -0.0448 0.0377 0.0466 -0.621
C -2.30933 -7.79344 0.83368 -0.0789 -0.0303 0.1048 -0.519
C -3.23586 -7.60082 1.86350 0.0923 0.0261 -0.1036 -0.508
C -3.64063 -6.32126 2.22362 0.0485 -0.0969 -0.0423 -0.473
C -3.09073 -5.25396 1.53692 -0.0769 0.1193 0.0086 -0.113
H -1.05388 -6.85188 -0.65519 -0.0022 0.0020 0.0080 0.457
H -2.00519 -8.79996 0.57253 -0.0109 -0.0116 0.0030 0.371
H -3.63940 -8.46076 2.38434 0.0078 -0.0146 -0.0051 0.369
H -4.35937 -6.14505 3.01315 0.0057 0.0206 0.0020 0.490
```
Forces are in eV/Å.